Density functional theory data (wB97M-V/def2-TZVPD) for a molecular structure, C15H14AsF6IrN3S at a distorted geometry.

The molecular weight is 649.49 g mol⁻¹. Its charge is +2. The spin multiplicity is 2. The value obtained for the HOMO energy (spin up / spin down) is -15.243 / -15.289 eV. As for the energy: -4081.298035 Ha. Its energy above the lowest of the compared OMol25 structures with the same formula, charge and spin is 24.3 kcal per mole. Its orbital gap (spin up / spin down) is 7.20 / 5.44 eV.

Positions of all 41 atoms, in Å:
H (3.67204, -1.69830, 3.72722)
H (-1.10561, -1.38213, 4.25403)
C (0.32468, 1.43755, -2.22763)
H (5.14895, -1.78401, 1.75563)
C (-0.87800, -1.23300, 2.12858)
H (4.18260, -1.70434, -0.52440)
F (-1.01366, -1.35896, -2.91020)
H (-2.87809, -0.81291, 2.74632)
C (-0.44805, 3.28042, -0.35916)
C (0.42244, 2.75750, -2.54449)
H (-0.16431, 5.73956, -1.21859)
H (1.32631, -1.53461, 4.69813)
H (-0.77509, 3.97635, 0.40064)
F (-2.92000, -0.53051, -4.25122)
H (-0.88023, 1.57021, 0.83380)
C (4.08134, -1.67517, 1.62634)
H (-2.60087, -0.50627, 1.02747)
C (-2.34468, -1.16145, 1.86546)
F (-2.80342, -2.97101, -3.60355)
Ir (-0.68114, -0.87790, -0.79636)
H (0.46306, 5.36432, -2.77307)
N (-0.02763, -1.20287, 1.09522)
F (-4.48862, -1.44369, -2.47822)
N (0.12717, 5.04047, -1.88119)
N (-0.12449, 1.01745, -1.02011)
C (-0.39262, -1.36641, 3.44192)
F (-2.45847, -2.26783, -1.24663)
H (-2.71645, -2.16132, 1.62263)
C (-0.51221, 1.94278, -0.11278)
C (3.54559, -1.61847, 0.34712)
C (2.16134, -1.45779, 0.17812)
S (1.42190, -1.49043, -1.33607)
C (1.31216, -1.34941, 1.31310)
F (-2.58182, 0.01642, -1.85451)
C (0.94955, -1.45849, 3.68570)
H (0.78605, 3.03872, -3.52307)
As (-2.85765, -1.47113, -2.86012)
H (0.58904, 0.67797, -2.95050)
C (3.25325, -1.61636, 2.73180)
C (1.84819, -1.46755, 2.59751)
C (0.03745, 3.74264, -1.60485)

Löwdin population analysis, charges in e, atoms 1 to 5: 0.1441, 0.1408, -0.1161, 0.1362, -0.2550